No. 1
9
Properties=species:S:1:pos:R:3:lowdin_charge:R:1 method="wB97M-V/def2-TZVPD" de_lowest_kcal_mol=58.6 e_lumo_ev=1.06 spin_multiplicity=1 e_homo_ev=-8.094 homo_lumo_gap_ev=9.2 smiles="C1=COCO1"
C -0.00747 -0.77357 -0.91813 -0.1362
C 0.00460 0.08449 1.22680 -0.0939
C -0.18415 1.18516 0.44000 -0.0614
H 1.09405 -0.79891 -1.36646 0.1489
H -0.57662 -1.43531 -1.60527 0.1292
H 0.29825 -0.06462 2.23500 0.1014
H -0.34642 2.25060 0.35673 0.1222
O -0.06151 -1.11770 0.49240 -0.0839
O -0.22074 0.66986 -0.86106 -0.1262



No. 2
99
Properties=species:S:1:pos:R:3:lowdin_charge:R:1 method="wB97M-V/def2-TZVPD" e_lumo_ev=-3.73 spin_multiplicity=1 e_homo_ev=-12.094 homo_lumo_gap_ev=8.4 charge=+1
C 3.01323 -1.41762 3.39995 0.0807
C 2.32812 -0.53360 2.68531 -0.1990
N 2.06922 -0.72925 1.28209 0.0186
C 3.26174 -0.61286 0.42592 -0.1239
C 4.23761 -1.78145 0.51028 -0.1802
C 5.19845 -1.77063 -0.69238 -0.1772
C 6.69476 -1.78387 -0.31570 -0.2017
C 7.34092 -0.41413 -0.48894 -0.2145
C 6.80693 0.64046 0.50452 -0.2604
C 7.86119 1.68840 0.89400 -0.0921
C 0.87356 -0.98775 0.78524 -0.3979
N -0.29583 -1.07666 1.50806 -0.3503
I -0.75364 0.50566 2.79747 1.0715
C -1.41567 -1.26590 0.52547 -0.1990
C -0.73699 -0.90762 -0.79445 -0.2536
C -1.36160 -1.32018 -2.12399 -0.1228
C -1.71265 -0.15346 -3.07154 -0.1867
C -3.21812 -0.06764 -3.33492 -0.1989
C -4.00075 0.25350 -2.04185 -0.2016
C -5.27554 1.09460 -2.26394 -0.2015
C -6.55628 0.25293 -2.25228 -0.2059
C -7.82618 1.10433 -2.01990 -0.2060
C -8.41422 0.91966 -0.62016 -0.2323
C -9.90121 1.29787 -0.54882 -0.2189
C -10.41925 1.38898 0.90299 -0.2605
C -11.49603 0.33987 1.19974 -0.1178
N 0.68056 -1.25017 -0.54470 0.0207
C 1.27136 -2.46339 -1.13035 -0.1192
C 0.38407 -3.72075 -1.09564 -0.1674
C 0.97977 -4.85624 -0.29028 -0.8141
F 2.16013 -5.24301 -0.84174 0.0082
Br 1.27714 -4.32011 1.55162 0.9467
C 0.05179 -6.09494 -0.25591 -0.9812
F 0.54039 -7.01254 0.56655 0.0460
F -1.15125 -5.72834 0.19510 0.0486
Br -0.13164 -6.90075 -2.00064 0.8891
H 3.13140 -2.43121 3.03896 0.0440
H 3.46765 -1.14425 4.34088 0.0806
H 1.95432 0.38050 3.11462 0.0278
H 3.78187 0.29343 0.74465 0.0885
H 2.94833 -0.44778 -0.60306 0.1307
H 4.83866 -1.66461 1.41134 0.0973
H 3.71666 -2.73584 0.59546 0.0766
H 5.02652 -0.85054 -1.26095 0.1073
H 4.96842 -2.59083 -1.37238 0.1102
H 6.82578 -2.14030 0.70701 0.1110
H 7.19176 -2.46951 -1.00479 0.1080
H 7.17082 -0.05766 -1.50823 0.1150
H 8.42214 -0.49419 -0.35811 0.1076
H 6.50016 0.11672 1.41368 0.1020
H 5.94185 1.16353 0.09166 0.0748
H 8.65766 1.76022 0.15313 0.0726
H 7.41789 2.67927 0.99486 0.0462
H 8.32175 1.44439 1.85134 0.0747
H -2.19620 -0.52684 0.68782 0.0653
H -1.88515 -2.24550 0.61816 0.1251
H -0.75564 0.18707 -0.77809 0.1409
H -0.69595 -1.99611 -2.66144 0.1042
H -2.25124 -1.91787 -1.90983 0.1212
H -1.16055 -0.27229 -4.00354 0.1110
H -1.39932 0.79707 -2.63313 0.1097
H -3.53255 -1.04050 -3.71870 0.1165
H -3.41130 0.70130 -4.08239 0.1092
H -4.29534 -0.70628 -1.60684 0.1005
H -3.32303 0.72663 -1.32472 0.1009
H -5.18133 1.58962 -3.23095 0.1077
H -5.33101 1.83719 -1.46596 0.1101
H -6.47004 -0.48227 -1.44898 0.0976
H -6.62502 -0.29051 -3.19643 0.1125
H -8.57760 0.84937 -2.76668 0.1099
H -7.53452 2.15174 -2.11973 0.1087
H -7.84830 1.49258 0.11865 0.1118
H -8.34095 -0.13466 -0.33469 0.1110
H -10.44289 0.49517 -1.05233 0.1056
H -10.04456 2.24458 -1.07048 0.1101
H -9.58059 1.18880 1.57341 0.0942
H -10.79512 2.38864 1.11649 0.1000
H -11.03211 -0.64808 1.22881 0.0719
H -12.22668 0.31039 0.38986 0.0693
H -12.00487 0.53375 2.14148 0.0668
H 1.60326 -2.25399 -2.14499 0.1387
H 2.17805 -2.67516 -0.56617 0.0737
H -0.62451 -3.54193 -0.73472 0.1087
H 0.27828 -4.09785 -2.11461 0.1051
C 4.77554 5.75864 1.78990 -0.2088
C 5.68346 5.05809 2.81059 -0.2031
C 4.96275 3.78148 3.26362 -0.2071
S 3.91949 3.28540 1.88602 0.6805
O 2.53432 3.37290 2.28251 -0.3269
O 4.41360 2.05690 1.30581 -0.3568
C 4.31387 4.67034 0.82545 -0.2192
H 5.29635 6.55680 1.26469 0.1207
H 3.91311 6.19635 2.29647 0.1223
H 6.63208 4.79822 2.33794 0.1105
H 5.90665 5.70005 3.66040 0.1189
H 5.64700 2.96705 3.48734 0.1036
H 4.30949 3.96096 4.11529 0.1074
H 3.43263 4.93434 0.24565 0.1109
H 5.11877 4.35367 0.16276 0.1092



No. 3
63
Properties=species:S:1:pos:R:3:lowdin_charge:R:1 method="wB97M-V/def2-TZVPD" de_lowest_kcal_mol=0.0 e_lumo_ev=4.34 spin_multiplicity=1 e_homo_ev=-2.015 homo_lumo_gap_ev=6.4 charge=-2
Y 0.86905 -1.18703 -0.65360 0.7114
C 5.23919 0.09272 -1.04831 -0.0142
C 3.91645 -0.10202 -0.38997 -0.2915
N 3.41993 -1.23872 -0.07973 -0.0329
O 4.15733 -2.33447 -0.33907 -0.0050
B 3.75585 -3.54535 0.46866 -1.0919
F 4.54567 -4.57441 -0.00879 0.1406
F 3.97220 -3.26732 1.81955 0.1284
O 2.33695 -4.01529 0.30087 0.0373
N 1.46003 -3.07070 0.73776 -0.0395
C 0.53624 -3.41175 1.54651 -0.2524
C 0.29641 -4.80407 2.01423 -0.0017
C -0.25100 -2.23893 2.10474 -0.2438
N 0.09489 -1.09998 1.64543 -0.0349
O -0.40338 0.00628 2.27009 -0.0014
B 0.68638 1.06261 2.40063 -1.1272
F 1.77531 0.48611 3.04439 0.1456
F 0.10891 2.08914 3.12914 0.1373
O 1.14256 1.67457 1.10608 -0.0295
N 1.85785 0.74404 0.37978 -0.0400
C 3.04929 1.05368 0.03843 -0.2306
C 3.62723 2.42393 0.14737 0.0028
C -1.24446 -2.40455 3.20441 -0.0033
H 5.73529 -0.86780 -1.14819 0.0798
H 5.08595 0.50767 -2.04804 0.0895
H 5.87488 0.77704 -0.48362 0.0722
H 1.13327 -5.43334 1.72556 0.0837
H 0.15649 -4.84667 3.09509 0.0794
H -0.61247 -5.18484 1.53918 0.0978
H 3.01179 3.04288 0.79322 0.0813
H 4.64967 2.39145 0.52278 0.0771
H 3.65309 2.86767 -0.85199 0.0967
H -1.64003 -3.41872 3.21907 0.0708
H -0.78757 -2.19019 4.17327 0.0981
H -2.05627 -1.69233 3.06740 0.0856
S -2.64431 -0.38486 -4.03156 -0.0872
As -1.09317 -1.74519 -3.52543 -0.4246
S 0.77785 -0.34371 -3.29482 -0.1850
S -1.30631 -2.43990 -1.40292 -0.0746
S -0.52737 -3.32630 -4.77609 -0.1697
Se 2.30706 -1.88278 -2.92983 0.0956
C -2.69359 3.97357 0.47791 -0.1993
C -1.92240 2.70470 0.83078 -0.4163
Sb -1.66028 1.20014 -0.70802 1.4063
C -3.60207 0.35074 -0.54151 -0.4636
C -4.78521 1.25414 -0.22636 -0.1968
C -1.74096 2.54947 -2.36897 -0.4765
C -3.08884 3.00696 -2.90877 -0.2143
H -2.74715 4.64911 1.33919 0.0591
H -3.71910 3.77786 0.16020 0.0365
H -2.21522 4.52700 -0.33324 0.0513
H -2.39083 2.18957 1.67341 0.0520
H -0.92604 2.96547 1.17293 0.0234
H -3.47370 -0.40210 0.24298 0.0317
H -3.73855 -0.20353 -1.46986 -0.0180
H -4.64188 1.82764 0.69235 0.0463
H -5.70549 0.67368 -0.09778 0.0584
H -4.97530 1.96973 -1.02668 0.0461
H -1.18684 2.03863 -3.15631 -0.0134
H -1.13640 3.40738 -2.05263 0.0381
H -3.68308 2.14870 -3.22074 0.0210
H -2.96993 3.64995 -3.78735 0.0601
H -3.66385 3.57261 -2.17318 0.0379



No. 4
12
Properties=species:S:1:pos:R:3:lowdin_charge:R:1 method="wB97M-V/def2-TZVPD" de_lowest_kcal_mol=89.2 e_lumo_ev=-0.62 spin_multiplicity=1 e_homo_ev=-8.872 homo_lumo_gap_ev=8.2 smiles="[H]/N=C/N(C=S)/C=N/[H]"
C 1.18537 -0.69488 -0.23268 -0.2544
C -0.39940 1.21978 0.11522 -0.3082
C -1.39201 -0.92926 0.21807 -0.5273
H 2.38002 -2.16161 -0.15130 0.1431
H 1.88041 0.20565 -0.32044 0.1293
H -1.35962 1.77238 0.65163 0.1478
H 0.23767 2.96174 0.09861 0.0955
H -1.33177 -2.01966 0.41374 0.0594
N 1.32503 -1.84226 -0.22474 0.1182
N -0.21115 -0.15004 0.09963 -0.1424
N 0.65187 1.97851 -0.36602 0.0121
S -2.96640 -0.34034 -0.30172 0.5268



No. 5
14
Properties=species:S:1:pos:R:3:lowdin_charge:R:1 method="wB97M-V/def2-TZVPD" de_lowest_kcal_mol=143.6 e_lumo_ev="-0.11 / 0.64" spin_multiplicity=1 e_homo_ev="-7.228 / -10.479" homo_lumo_gap_ev="7.1 / 11.1"
C 1.15116 -0.35567 0.01620 -0.3692
C -0.19360 0.16162 0.14860 -0.4510
C -1.36070 -0.79059 0.11785 -0.0173
C -0.48768 1.60229 -0.18864 -0.0053
O 0.74276 -0.03245 1.25927 0.0672
O 2.26420 0.02346 -0.58796 0.0878
H 1.50280 -3.37853 -0.29165 0.0429
H -1.09390 -1.72070 0.61537 0.0806
H -1.62843 -1.00799 -0.91194 0.0882
H -2.21665 -0.34879 0.62114 0.0825
H -0.96903 1.65420 -1.16202 0.0900
H 0.42589 2.19066 -0.21535 0.0861
H -1.15660 2.02571 0.55847 0.0875
H 3.01978 -0.02319 0.02066 0.1300



No. 6
15
Properties=species:S:1:pos:R:3:lowdin_charge:R:1 method="wB97M-V/def2-TZVPD" de_lowest_kcal_mol=78.9 e_lumo_ev=-3.88 spin_multiplicity=1 e_homo_ev=-14.469 homo_lumo_gap_ev=10.6 charge=+1
C -1.36839 -1.78147 -0.31643 0.0373
C 0.13092 -1.68339 0.14852 -0.2332
C -0.74181 -0.50514 -0.00492 -0.1537
N -0.75690 0.84392 0.06955 0.1597
N 1.06824 2.62755 0.34003 0.1402
O 1.21578 -1.94143 -0.70736 -0.0044
H -1.58882 -1.75836 -1.33001 0.1084
H -2.23167 -2.17710 0.20945 0.1300
H 0.23050 -1.93775 1.16346 0.1407
H -1.69509 1.17650 -0.08098 0.1047
H 0.71996 2.81998 1.25184 0.0928
H 0.34852 1.56668 0.13900 0.0844
H 2.04603 2.30848 0.33159 0.1163
H 1.06486 3.32918 -0.40477 0.1192
H 1.55784 -2.88764 -0.80896 0.1576